# 1
This record from the OMol25 dataset describes a structure of composition C40H50FeO2PS2Se. The level of theory is the ωB97M-V functional and the def2-TZVPD basis.

Computed properties:
- LUMO (spin up / spin down) (eV) = -1.0513 / -0.4645
- HOMO (spin up / spin down) (eV) = -8.184 / -8.086
- multiplicity = 2
- E (hartree) = -6507.6313
- ⟨S²⟩ = 0.77
- gap between HOMO and LUMO (spin up / spin down) (eV) = 7.133 / 7.621
- net charge = 0

The geometry in XYZ format:
```
97
Properties=species:S:1:pos:R:3:forces:R:3:mulliken_charge:R:1
Fe 0.639433 0.782381 -0.062306 -0.1 -0.2 0.0 0.34
C -6.630327 -1.364366 0.363518 0.0 0.0 0.0 -1.65
C -5.649521 -1.692828 -0.770142 0.0 0.0 0.0 2.06
C -5.370171 -3.195905 -0.747169 0.0 0.0 0.0 -1.98
C -6.294024 -1.343924 -2.118838 0.0 0.0 0.0 -1.51
C -4.372101 -0.875165 -0.592109 0.0 0.0 0.0 -0.37
C -3.124150 -1.452815 -0.435237 0.0 0.0 0.0 -0.34
C -2.016353 -0.632625 -0.289895 -0.1 0.2 0.1 0.57
Se -0.232831 -1.353983 -0.223321 -0.1 -0.1 -0.2 -0.27
C 0.011139 -1.306054 -2.137375 0.0 0.1 -0.1 -0.36
C -0.497257 -2.291700 -2.958035 0.0 0.1 0.0 -0.43
C -0.390512 -2.153014 -4.336912 0.0 0.0 0.0 -0.84
C 0.235620 -1.004445 -4.822886 -0.1 -0.1 0.0 0.31
C 0.764751 0.004628 -4.020992 0.0 -0.1 0.1 -0.85
C 0.652299 -0.173874 -2.632920 0.1 -0.2 0.1 1.78
O 1.156542 0.718965 -1.752918 -0.2 0.2 -0.2 -1.38
C 1.415292 1.254252 -4.611546 0.0 0.0 0.0 2.34
C 0.630974 2.498048 -4.163920 0.0 0.0 0.0 -1.65
C 2.876299 1.354751 -4.147040 0.0 0.0 0.0 -1.64
C 1.415247 1.232053 -6.141272 0.0 0.0 0.0 -2.39
C -0.964673 -3.236154 -5.248506 0.0 0.0 0.0 2.27
C -2.470546 -3.374723 -4.982134 0.0 0.0 0.0 -1.69
C -0.270273 -4.572019 -4.950429 0.0 0.0 0.0 -1.73
C -0.768206 -2.912682 -6.729623 0.0 0.0 0.0 -2.25
C -2.101049 0.754077 -0.266934 0.1 -0.1 0.1 0.88
O -0.986030 1.486003 -0.059537 0.0 0.1 -0.2 -1.15
C -3.356550 1.371369 -0.441762 0.1 -0.1 0.0 -0.87
C -4.443113 0.523851 -0.594968 0.0 -0.1 0.0 0.03
C -3.497518 2.891770 -0.470604 0.0 0.0 0.0 2.44
C -4.948896 3.324938 -0.686817 0.0 0.0 0.0 -2.31
C -2.663959 3.459369 -1.630499 0.0 0.0 0.0 -1.66
C -3.027259 3.490439 0.863814 0.0 0.0 0.0 -1.74
H -7.548401 -1.944090 0.247448 0.0 0.0 0.0 0.46
H -6.899595 -0.307898 0.368076 0.0 0.0 0.0 0.30
H -6.194061 -1.603937 1.334598 0.0 0.0 0.0 0.36
H -6.305640 -3.741829 -0.879396 0.0 0.0 0.0 0.44
H -4.933315 -3.511703 0.201795 0.0 0.0 0.0 0.39
H -4.697599 -3.492949 -1.554306 0.0 0.0 0.0 0.22
H -7.206979 -1.925602 -2.261892 0.0 0.0 0.0 0.47
H -5.612683 -1.566890 -2.942038 0.0 0.0 0.0 0.27
H -6.557140 -0.287560 -2.178402 0.0 0.0 0.0 0.30
H -2.992626 -2.526065 -0.431649 0.0 0.0 0.0 0.57
H -0.984305 -3.154156 -2.518506 0.0 0.0 0.0 0.39
H 0.312535 -0.884248 -5.891766 0.0 0.0 0.0 0.73
H 0.637306 2.607869 -3.081585 0.0 0.0 0.0 0.26
H -0.406841 2.436551 -4.497668 0.0 0.0 0.0 0.33
H 1.076489 3.393535 -4.602684 0.0 0.0 0.0 0.53
H 2.949250 1.445974 -3.066196 0.0 0.0 0.0 0.28
H 3.346593 2.230548 -4.599491 0.0 0.0 0.0 0.46
H 3.437820 0.471134 -4.456601 0.0 0.0 0.0 0.35
H 0.403818 1.199801 -6.550480 0.0 0.0 0.0 0.41
H 1.977511 0.384942 -6.538643 0.0 0.0 0.0 0.41
H 1.890148 2.143843 -6.506136 0.0 0.0 0.0 0.46
H -2.670850 -3.661046 -3.948870 0.0 0.0 0.0 0.30
H -2.900857 -4.140717 -5.630683 0.0 0.0 0.0 0.49
H -2.986314 -2.432249 -5.174282 0.0 0.0 0.0 0.38
H -0.423424 -4.882467 -3.916388 0.0 0.0 0.0 0.30
H 0.804583 -4.496498 -5.122188 0.0 0.0 0.0 0.39
H -0.666878 -5.357113 -5.597636 0.0 0.0 0.0 0.46
H -1.266706 -1.983532 -7.010910 0.0 0.0 0.0 0.39
H -1.195520 -3.714231 -7.334106 0.0 0.0 0.0 0.44
H 0.288607 -2.829172 -6.988683 0.0 0.0 0.0 0.42
H -5.417465 0.972691 -0.724102 0.0 0.0 0.0 0.42
H -5.346728 2.965074 -1.637582 0.0 0.0 0.0 0.40
H -4.991938 4.414804 -0.702168 0.0 0.0 0.0 0.45
H -5.602707 2.980130 0.116500 0.0 0.0 0.0 0.43
H -2.999519 3.042182 -2.582256 0.0 0.0 0.0 0.32
H -1.606088 3.235693 -1.511487 0.0 0.0 0.0 0.31
H -2.782878 4.544173 -1.674174 0.0 0.0 0.0 0.51
H -3.613846 3.087228 1.691584 0.0 0.0 0.0 0.36
H -3.164288 4.573941 0.847815 0.0 0.0 0.0 0.45
H -1.977981 3.279850 1.053932 0.0 0.0 0.0 0.32
S 0.327567 -1.798536 2.926209 0.0 -0.1 0.3 -0.45
P 1.710719 -0.452989 3.175480 0.0 0.1 -0.3 1.04
S 2.080412 0.820819 1.568733 0.4 0.2 0.4 -0.13
C 3.333022 -1.142097 3.612810 -0.1 -0.1 0.1 0.49
C 3.390258 -1.912139 4.774343 0.0 0.0 0.0 -0.57
C 4.587617 -2.473819 5.178073 0.0 0.0 0.0 -0.66
C 5.736953 -2.275975 4.422176 0.0 0.0 0.0 -0.40
C 5.681594 -1.518105 3.264630 0.0 0.0 0.0 -0.61
C 4.481377 -0.949140 2.859451 0.0 0.0 -0.1 -0.20
C 1.371579 0.710770 4.528431 -0.1 -0.1 0.0 0.29
C 2.246838 1.762973 4.786446 0.1 0.0 0.0 -0.39
C 2.001917 2.622829 5.841165 0.0 0.0 0.0 -0.65
C 0.883031 2.435922 6.644792 0.0 0.0 0.0 -0.39
C 0.010916 1.390865 6.389128 0.0 0.0 0.0 -0.58
C 0.253145 0.526760 5.329363 0.0 0.0 0.0 -0.35
H 2.490445 -2.077893 5.355261 0.0 0.0 0.0 0.36
H 4.626019 -3.069422 6.080221 0.0 0.0 0.0 0.38
H 6.673794 -2.716264 4.737690 0.0 0.0 0.0 0.37
H 6.573718 -1.365413 2.672049 0.0 0.0 0.0 0.39
H 4.441776 -0.357793 1.954394 0.0 0.0 0.0 0.30
H 3.117423 1.910832 4.158862 0.0 0.0 0.0 0.38
H 2.680803 3.441679 6.038089 0.0 0.0 0.0 0.39
H 0.694351 3.108409 7.471474 0.0 0.0 0.0 0.38
H -0.861884 1.246344 7.011756 0.0 0.0 0.0 0.40
H -0.422164 -0.291031 5.111122 0.0 0.0 0.0 0.34
```
Positions in Å, forces in eV/Å.


# 2
This record from the OMol25 dataset describes a cluster of 3 separate species, C23H43Br3F9O3PS2 in total at a distorted geometry. The level of theory is the ωB97M-V functional and the def2-TZVPD basis.

Computed properties:
- LUMO (eV) = -1.0313
- HOMO (eV) = -8.583
- E (hartree) = -10886.2164
- gap between HOMO and LUMO (eV) = 7.552
- net charge = 0

The geometry in XYZ format:
```
84
Properties=species:S:1:pos:R:3:forces:R:3:mulliken_charge:R:1
C 3.482591 2.200161 3.861675 -0.3 0.7 -1.0 -1.12
C 2.550490 2.461097 2.567394 0.6 -0.2 1.0 0.06
Br 2.767054 4.435509 2.192990 0.1 -0.8 0.0 -0.12
C 1.006104 2.214167 2.853289 0.7 1.0 1.0 -0.98
P 0.196495 0.788779 1.917351 -1.5 0.2 -1.5 1.88
O 0.783913 1.527854 0.416805 0.5 0.2 0.4 -0.95
C -1.567003 1.159229 1.240498 0.3 0.9 -0.2 -0.66
C -1.969035 0.240003 -0.004685 -1.2 0.5 -0.2 -0.33
C -3.310633 -0.633234 0.236375 2.3 -0.8 -0.6 -0.51
S -3.971893 -1.058601 -1.467343 0.1 -0.1 0.2 -0.15
C 0.988014 -0.806223 1.325305 0.9 -0.6 -0.8 -0.77
C 2.486089 -1.076595 1.793345 0.3 -1.4 -1.0 -0.10
C 3.061481 -2.227450 0.806149 1.1 0.1 1.3 -1.01
C 3.701065 -1.620101 -0.523708 0.0 -0.1 0.8 -0.89
C 2.959811 -2.015384 -1.871378 -1.1 2.5 0.7 0.95
F 1.651617 -2.521744 -1.666256 2.7 0.3 -0.5 -0.31
F 2.713860 -0.764788 -2.523854 0.5 -2.2 0.5 -0.36
C 3.809337 -2.843198 -2.917103 -0.5 2.8 -2.4 0.54
F 4.932536 -2.058425 -3.252052 -2.1 -1.6 1.0 -0.25
F 3.062734 -2.951645 -4.096730 1.5 0.1 2.3 -0.25
S 4.411731 -4.526842 -2.420477 1.4 -4.0 -1.9 1.17
F 3.464296 -4.632480 -1.082418 1.4 0.6 -1.7 -0.26
F 3.207862 -5.207367 -3.373583 1.5 0.7 2.1 -0.31
F 5.370690 -4.545049 -3.801364 -1.3 0.1 2.0 -0.32
F 5.728506 -3.961526 -1.599931 -2.3 -0.4 -0.6 -0.27
F 4.938023 -6.060414 -2.103198 -0.7 2.2 -0.3 -0.28
C -0.470586 0.051850 3.546255 0.4 0.0 1.9 -1.17
Br -1.868922 -1.341724 3.343695 -0.4 1.3 -0.4 -0.05
C 0.654376 -0.522768 4.555503 -1.1 1.1 1.3 0.47
C 0.360155 0.018812 6.056457 0.6 0.0 -1.3 -1.20
Br 0.543086 -2.513396 4.637637 1.6 0.6 0.3 -0.11
H 4.563571 2.372218 3.559309 -1.3 -0.1 0.5 0.37
H 3.397292 1.144270 4.258118 -0.1 1.2 -0.4 0.26
H 3.166608 2.994616 4.615991 0.6 -1.3 -0.7 0.41
H 2.973243 1.953210 1.656047 -0.8 0.6 1.0 0.34
H 0.459656 3.177105 2.552613 0.4 -1.6 0.3 0.63
H 0.883649 2.168054 3.992627 0.1 -0.1 -1.6 0.21
H 0.714158 2.498594 0.483820 0.1 -0.6 -0.2 0.01
H -1.472412 2.224293 0.825380 -0.1 -1.4 0.7 -0.20
H -2.344968 1.225204 2.060275 0.8 -0.5 -1.0 0.59
H -2.239298 0.936464 -0.873103 0.5 -0.9 1.2 0.41
H -1.123132 -0.408825 -0.401964 -1.1 0.7 0.7 0.09
H -3.007874 -1.636143 0.692558 -0.7 1.6 -0.2 0.21
H -4.073393 -0.080166 0.863426 0.8 -0.8 -1.0 0.35
H -2.889823 -1.687991 -2.081631 -0.7 0.6 1.0 0.05
H 0.398762 -1.754703 1.545389 0.5 1.4 0.1 0.50
H 1.025258 -0.742010 0.181357 -0.1 0.1 1.6 0.11
H 3.197323 -0.205107 1.679306 -1.0 -0.7 0.3 -0.11
H 2.590651 -1.511575 2.835843 -0.4 0.8 -1.2 0.18
H 2.310145 -3.055889 0.651774 0.7 1.1 0.0 0.48
H 3.925367 -2.698217 1.396147 -1.2 0.5 -0.9 0.40
H 4.814275 -1.879191 -0.527556 -1.6 0.1 -0.4 0.41
H 3.676453 -0.481964 -0.402731 -0.2 -1.6 -0.7 0.41
H -0.976821 0.914705 4.108214 0.5 -1.3 -0.8 0.75
H 1.699387 -0.173382 4.309119 -1.2 -0.8 -0.1 -0.37
H 1.335051 -0.058809 6.628874 -1.4 -0.1 -0.3 0.37
H -0.485973 -0.587688 6.492623 1.0 0.9 -0.3 0.36
H 0.102235 1.128298 5.969900 0.2 -1.5 0.3 0.32
C -3.644015 -3.990346 -5.448605 0.4 -0.2 0.2 -0.55
C -5.088747 -4.398306 -5.641165 -0.2 -0.1 -0.3 -0.54
C -5.790001 -3.589024 -4.566907 -0.1 0.1 0.3 -0.43
O -5.030394 -2.385907 -4.391865 0.2 -0.3 -0.2 -0.33
C -3.778010 -2.526347 -5.075746 -0.1 0.3 -0.1 -0.26
H -3.020804 -4.149888 -6.329739 0.0 0.0 0.1 0.34
H -3.208025 -4.550204 -4.614969 0.0 0.0 -0.1 0.26
H -5.434136 -4.083983 -6.631228 0.0 0.0 0.1 0.25
H -5.259388 -5.471614 -5.545537 0.0 0.1 0.0 0.33
H -5.799831 -4.121867 -3.610024 -0.1 -0.1 0.0 0.27
H -6.818223 -3.337377 -4.835564 0.1 0.1 0.1 0.27
H -3.809662 -1.890893 -5.967443 0.1 0.0 0.0 0.26
H -2.966589 -2.181087 -4.431149 -0.1 0.1 0.0 0.15
C -1.140426 5.693447 -0.820602 -0.1 -0.4 -0.2 -0.56
C -2.048362 6.832704 -0.407964 0.0 0.4 -0.1 -0.55
C -2.290575 6.526747 1.057836 -0.2 -0.2 0.2 -0.43
O -1.115020 5.862889 1.541684 0.0 0.0 -0.3 -0.40
C -0.295747 5.498799 0.423850 0.1 0.3 0.2 0.88
H -0.545320 5.905149 -1.709940 0.0 0.0 0.1 0.39
H -1.735966 4.795005 -1.013082 0.1 0.0 0.0 0.22
H -1.517906 7.784896 -0.508464 -0.1 0.0 0.0 0.27
H -2.970010 6.893114 -0.988383 0.0 0.0 0.1 0.36
H -3.138423 5.845504 1.187164 -0.1 0.1 0.0 0.27
H -2.473583 7.426023 1.649770 0.1 -0.1 0.1 0.27
H 0.577213 6.159678 0.418449 0.1 -0.1 -0.1 0.26
H 0.048717 4.469005 0.541257 0.0 0.1 0.1 -0.82
```
Positions in Å, forces in eV/Å.